Molecular formula: C31H36AuGeIN2O4S
Method: DFT, ωB97M-V with the def2-TZVPD basis set

Total charge ... 0
Lowest unoccupied orbital energy ... -0.698 eV
Molecular weight ... 929.2 g mol⁻¹
Energy above the lowest of the compared OMol25 structures with the same formula, charge and spin ... 96.0 kJ/mol
HOMO-LUMO gap ... 7.66 eV
Total energy ... -4521.844350 a.u.

Each line ends with the Mulliken charge.
Cartesian coordinates (Å):
C -3.653 1.703 2.553  -0.437
C 0.941 0.611 0.715  0.271
Ge -0.156 0.112 -0.835  0.519
O -4.439 -2.665 0.277  -0.625
C 1.774 -2.910 1.064  0.146
C 2.292 -0.420 -4.365  -0.947
C -3.528 -1.879 0.210  0.035
C -2.505 0.928 2.581  -0.627
C 0.298 -3.710 4.397  -0.745
C 3.549 1.751 -4.513  -1.425
H -2.367 -3.839 2.346  0.567
H 0.312 0.731 1.595  0.314
C -1.009 -3.852 4.036  -0.771
H -5.562 -0.216 0.541  0.502
H 1.408 3.874 2.481  0.371
C -2.448 -0.232 1.826  0.255
H 2.182 1.833 -0.572  0.042
H -2.647 3.508 -3.576  0.372
C 3.100 -2.820 1.403  -0.191
C -3.539 -0.641 1.072  0.506
C 1.935 -1.582 -3.695  -0.469
C -1.787 1.142 -1.182  -0.185
H 2.553 1.979 1.130  0.474
C 3.179 0.485 -3.804  1.051
H 0.608 -3.827 5.425  0.429
H -0.707 2.705 -2.226  0.335
C 2.484 -1.844 -2.456  0.171
H 3.802 -1.165 -0.909  0.169
C -4.702 0.121 1.098  -0.679
H 3.092 1.799 -5.498  0.386
H -1.378 1.473 -3.269  0.460
H 2.976 -3.441 4.745  0.416
S 1.982 -3.290 -1.568  1.370
H -3.366 3.485 -0.599  0.155
H -3.834 4.679 -1.793  0.410
N 1.289 -2.668 -0.224  0.002
C -3.053 3.974 -1.518  -0.978
C 0.834 -3.243 2.090  0.202
N -0.471 -3.411 1.755  -0.315
C 0.521 3.558 1.936  -1.307
H -2.021 1.702 -0.275  0.035
H 1.864 -0.214 -5.335  0.347
C 1.724 1.900 0.421  -0.741
H 0.733 0.173 -2.091  -0.548
C -1.346 -3.703 2.677  -0.494
H -1.776 -4.085 4.757  0.433
H -3.680 2.344 -2.776  0.326
H 4.628 1.831 -4.634  0.351
H -5.654 1.902 1.810  0.439
H -0.038 3.041 -0.071  -0.474
C 3.382 -0.957 -1.878  0.035
Au -0.673 -2.266 -0.452  0.063
O 3.147 -4.042 -1.199  -0.722
H -1.661 1.226 3.184  0.620
H 4.588 -2.958 2.940  0.408
H 1.620 -0.220 0.916  -0.236
H 4.421 0.892 -2.103  0.407
O 0.938 -3.903 -2.344  -0.707
C 0.877 3.170 0.507  0.381
H 3.218 2.620 -3.944  0.292
C 1.274 -3.411 3.419  1.441
H 3.830 -2.615 0.638  0.455
C -4.757 1.303 1.817  -0.487
H -0.197 4.375 1.961  0.413
O -2.618 -1.908 -0.733  -0.623
C 3.722 0.199 -2.550  -0.961
H -1.546 -0.833 1.851  0.518
C -1.587 2.072 -2.379  -0.517
H -2.611 0.455 -1.358  0.681
I -3.717 3.484 3.641  0.072
H 1.229 -2.277 -4.117  0.508
C -2.797 2.972 -2.637  -0.743
C 2.647 -3.303 3.725  -0.858
C 3.534 -3.029 2.725  -1.237
H 0.081 2.727 2.481  0.184
H 1.418 3.992 0.035  0.475
H -2.153 4.547 -1.300  0.236

=====

Molecular formula: C10H20N4S
Method: DFT, ωB97M-V with the def2-TZVPD basis set

Total charge ... 0
Lowest unoccupied orbital energy ... 0.427 eV
Molecular weight ... 228.4 g mol⁻¹
Energy above the lowest of the compared OMol25 structures with the same formula, charge and spin ... 884.1 kJ/mol
HOMO-LUMO gap ... 8.67 eV
Total energy ... -1009.927984 a.u.

Each line ends with the Mulliken charge.
Cartesian coordinates (Å):
H -1.181 -1.655 1.448  0.083
H 4.184 1.577 -0.918  0.180
C 0.682 2.547 0.803  -1.360
N 1.068 -0.670 -2.041  -0.407
H 0.219 0.502 2.467  0.288
C -2.432 -1.755 0.171  -0.893
C -0.508 2.439 1.876  -0.856
H -2.762 -1.031 2.075  0.362
H 1.530 2.000 0.953  0.466
H 0.141 -3.246 -1.777  0.399
C 2.711 0.638 -1.606  0.532
H 1.048 3.564 0.659  0.476
H -2.097 -2.501 -1.945  0.213
N 1.964 0.080 -2.518  -0.045
H -3.302 -1.404 -0.303  0.435
H -0.028 3.014 2.635  0.389
H -1.278 2.991 1.433  0.366
H 1.912 0.468 -3.385  0.168
H 4.051 1.879 -2.445  0.292
N 2.698 -0.153 -0.359  -0.564
C -1.520 0.371 0.943  -0.243
H -0.688 -3.818 -0.144  0.303
C -0.919 0.919 2.104  -0.123
C -2.051 -0.858 1.278  -0.386
C -1.383 -1.987 -0.898  -0.979
H -1.471 1.039 3.048  0.314
H 0.249 2.456 -0.210  0.252
C -0.382 -2.931 -0.858  -0.517
H -0.961 -1.211 -1.430  0.703
S 1.075 -2.359 0.157  -0.162
N 3.590 1.739 -1.468  -0.478
H -2.330 0.807 0.489  0.486
H -0.777 0.451 0.207  -0.240
H -2.691 -2.880 0.551  0.248
C 1.640 -1.019 -0.991  0.298